Record 1
Below is a molecular structure, C56H75HfN2O5P3SSb, with properties calculated with wB97M-V/def2-TZVPD.

The geometry in XYZ format:
```
144
Properties=species:S:1:pos:R:3:mulliken_charge:R:1
Hf -0.226 0.356 -0.319 0.497
O 1.189 -3.246 1.020 -0.586
C 0.921 -2.670 -0.105 0.890
O 1.118 -1.463 -0.343 0.610
C 0.314 -3.651 -1.098 -1.416
O -0.894 -3.157 -1.631 -0.061
C -1.988 -3.041 -0.711 -1.416
C -1.830 -1.624 -0.227 1.293
O -1.104 -1.345 0.777 -0.298
O -2.128 -0.644 -0.963 0.066
H 1.440 -2.635 1.738 -0.535
H 0.181 -4.612 -0.599 0.484
H 1.001 -3.770 -1.936 0.299
H -1.940 -3.770 0.099 0.428
H -2.903 -3.160 -1.286 0.603
C 0.409 1.351 4.001 -2.308
N -0.935 1.839 3.926 0.533
C -1.106 2.918 3.021 -2.458
P -1.397 2.565 1.178 2.096
C -0.852 4.184 0.524 1.998
C -0.066 4.276 -0.622 -0.870
C 0.338 5.511 -1.117 -0.171
C -0.029 6.679 -0.465 -1.151
C -0.784 6.601 0.698 -1.057
C -1.184 5.368 1.190 -0.898
C -3.211 2.477 1.163 0.994
C -3.814 1.223 1.140 0.280
C -5.182 1.095 1.327 -1.126
C -5.962 2.223 1.537 -1.062
C -5.368 3.479 1.557 -0.991
C -4.001 3.607 1.375 -0.676
C -1.937 1.484 4.869 1.167
C -1.609 0.926 6.106 -0.841
C -2.605 0.562 6.997 -0.834
C -3.942 0.757 6.690 -0.774
C -4.270 1.331 5.475 -0.870
C -3.282 1.686 4.567 -0.035
P 0.803 0.040 2.725 3.424
C -0.126 -1.342 3.488 1.151
C 0.511 -2.368 4.185 -0.425
C -0.235 -3.337 4.847 -0.925
C -1.618 -3.270 4.849 -1.152
C -2.260 -2.236 4.176 -1.502
C -1.522 -1.292 3.489 -0.499
C 2.535 -0.373 3.189 0.811
C 3.110 0.115 4.365 -1.486
C 4.356 -0.329 4.789 -0.951
C 5.045 -1.289 4.066 -1.069
C 4.499 -1.772 2.886 -1.101
C 3.271 -1.303 2.452 1.563
H 0.580 0.861 4.953 0.512
H 1.123 2.176 3.932 0.785
H -0.232 3.578 3.059 1.023
H -1.967 3.515 3.328 1.136
H 0.202 3.385 -1.176 -0.156
H 0.949 5.556 -2.011 0.516
H 0.286 7.641 -0.848 0.476
H -1.056 7.502 1.231 0.518
H -1.751 5.355 2.110 0.383
H -3.218 0.336 0.986 -0.142
H -5.639 0.114 1.318 0.552
H -7.028 2.125 1.693 0.518
H -5.970 4.362 1.726 0.485
H -3.568 4.598 1.396 0.181
H -0.582 0.778 6.407 0.477
H -2.324 0.136 7.952 0.460
H -4.714 0.477 7.394 0.442
H -5.307 1.505 5.219 0.459
H -3.581 2.105 3.617 0.286
H 1.591 -2.415 4.250 0.381
H 0.273 -4.129 5.380 0.516
H -2.196 -4.013 5.382 0.486
H -3.340 -2.159 4.198 0.572
H -2.045 -0.495 2.976 0.530
H 2.608 0.841 4.985 0.414
H 4.780 0.071 5.700 0.476
H 6.004 -1.649 4.412 0.450
H 5.037 -2.503 2.296 0.591
H 2.933 -1.612 1.470 -0.942
S -1.905 1.943 -2.003 -0.279
C -3.163 3.149 -1.842 -0.436
N -2.924 4.468 -1.723 0.356
C -3.879 5.420 -1.760 -0.267
C -5.189 5.072 -1.947 -1.014
C -5.492 3.716 -2.100 -0.536
C -4.494 2.767 -2.040 -0.743
H -1.961 4.763 -1.596 0.180
H -3.531 6.437 -1.648 0.589
H -5.952 5.835 -1.988 0.497
H -6.515 3.405 -2.268 0.531
H -4.713 1.716 -2.154 0.499
C 0.914 2.354 -4.909 -1.137
C -0.305 1.445 -4.974 1.161
C -0.607 1.027 -6.412 -1.622
Sb -0.309 -0.207 -3.522 0.986
C 1.103 -1.709 -4.184 1.212
C 1.089 -1.937 -5.693 -1.805
C 2.525 -1.515 -3.682 -1.491
C -2.083 -1.140 -4.387 1.002
C -3.385 -0.399 -4.117 -1.425
C -2.266 -2.647 -4.254 -1.664
H 0.829 3.131 -5.671 0.559
H 1.857 1.831 -5.085 0.296
H 0.960 2.867 -3.944 -0.171
H -1.153 2.032 -4.622 -0.013
H 0.109 0.312 -6.818 0.225
H -0.559 1.919 -7.040 0.503
H -1.609 0.619 -6.535 0.380
H 0.685 -2.602 -3.709 -0.281
H 1.537 -1.092 -6.220 0.378
H 0.089 -2.102 -6.094 0.367
H 1.686 -2.820 -5.935 0.502
H 3.016 -0.697 -4.215 0.442
H 3.118 -2.414 -3.870 0.493
H 2.565 -1.305 -2.612 0.088
H -1.819 -0.957 -5.432 0.318
H -3.665 -0.447 -3.064 0.072
H -4.181 -0.859 -4.705 0.583
H -3.329 0.654 -4.402 0.312
H -2.855 -2.899 -3.372 0.295
H -1.340 -3.217 -4.217 0.237
H -2.833 -3.003 -5.117 0.525
C 4.392 2.812 -2.425 -1.676
C 3.197 1.868 -2.311 0.869
P 2.580 1.523 -0.615 1.437
C 2.841 3.121 0.248 -1.248
C 2.420 3.112 1.705 -1.081
C 4.004 0.596 0.096 -0.851
C 4.427 -0.698 -0.583 -1.250
H 4.744 2.820 -3.457 0.458
H 5.235 2.507 -1.805 0.361
H 4.130 3.837 -2.163 0.342
H 3.456 0.893 -2.723 -0.084
H 2.376 2.234 -2.922 -0.981
H 2.335 3.908 -0.304 0.242
H 3.909 3.338 0.166 1.040
H 1.351 2.906 1.796 -0.137
H 2.611 4.080 2.170 0.634
H 2.960 2.357 2.280 0.324
H 3.824 0.454 1.158 0.201
H 4.828 1.314 0.037 0.918
H 3.623 -1.431 -0.635 -0.059
H 5.252 -1.145 -0.026 0.422
H 4.787 -0.526 -1.596 0.384
```

Computed properties:
HOMO = -13.93 eV
Charge = +3
Relative energy (zero: lowest compared OMol25 entry of this formula, charge and spin) = 0.0 kcal/mol
Electronic energy = -119032.823 eV
Largest force on an atom = 0.61 eV Å⁻¹

Record 2
Below is 7 unconnected molecules or ions with the total composition C56H78B2ClN7O8 at a distorted geometry, with properties calculated with wB97M-V/def2-TZVPD.

The geometry in XYZ format:
```
152
Properties=species:S:1:pos:R:3:mulliken_charge:R:1
C 1.555 4.044 2.812 -0.575
C 0.950 5.443 2.640 -0.251
O -0.477 5.391 2.531 -0.638
B -1.050 5.364 1.275 0.934
O -1.038 6.467 0.449 -0.566
C -1.716 4.015 0.747 0.290
O -3.133 4.156 0.653 -0.465
C -3.847 2.990 0.299 -1.085
C -3.468 2.371 -1.047 -0.281
Cl -2.060 1.264 -1.040 -0.133
C -3.308 3.447 -2.131 -0.452
C -4.093 3.067 -3.391 -1.428
C -3.952 2.061 1.531 1.516
C -5.031 2.666 2.467 -1.846
C -6.422 2.046 2.333 -0.296
C -7.193 2.481 1.084 -0.057
C -8.685 2.230 1.202 -0.994
O -8.944 0.864 1.535 -0.270
C -9.491 0.103 0.585 0.225
O -9.570 -1.076 0.663 -0.465
O -4.264 0.742 1.125 -0.474
C -3.840 -0.320 1.973 -0.144
C -2.385 -0.700 1.639 0.131
C -1.705 -1.640 2.649 -1.151
C -0.241 -1.267 2.920 0.271
C -0.116 0.055 3.683 -1.741
C 0.648 -1.292 1.674 -0.500
C 0.956 -2.717 1.204 -0.334
C 1.683 -2.783 -0.121 -0.850
C 1.425 -2.030 -1.204 1.118
C 0.015 -1.581 -1.531 -0.980
C 2.534 -1.571 -2.123 -1.056
N -3.864 0.065 3.413 -0.255
C -4.812 -0.087 4.153 0.746
O -5.637 -0.197 4.967 -0.557
B -4.841 -1.558 1.698 1.089
C -4.637 -2.991 2.299 -0.909
O -5.932 -1.338 0.887 -0.330
H 2.066 3.961 3.769 0.340
H 0.762 3.298 2.786 -0.163
H 2.251 3.823 2.003 0.340
H 1.374 5.941 1.760 0.167
H 1.182 6.074 3.499 0.334
H -0.175 6.893 0.421 0.272
H -1.292 3.825 -0.247 -0.112
H -1.420 3.195 1.409 -0.124
H -4.870 3.336 0.119 0.308
H -4.325 1.764 -1.340 0.654
H -2.261 3.593 -2.391 0.325
H -3.711 4.388 -1.752 0.394
H -3.862 3.748 -4.211 0.444
H -5.165 3.071 -3.186 0.265
H -3.796 2.064 -3.707 0.344
H -3.003 2.128 2.069 0.055
H -5.106 3.739 2.274 0.589
H -4.707 2.575 3.505 0.466
H -7.004 2.357 3.209 0.610
H -6.409 0.958 2.352 0.003
H -7.002 3.520 0.806 0.337
H -6.835 1.872 0.243 0.107
H -9.104 2.858 1.991 0.395
H -9.186 2.502 0.269 0.286
H -9.894 0.652 -0.282 0.330
H -2.384 -1.138 0.639 0.560
H -1.824 0.238 1.615 -0.559
H -1.694 -2.652 2.233 0.216
H -2.245 -1.710 3.591 0.215
H 0.142 -2.068 3.567 0.670
H -0.887 0.129 4.450 0.384
H -0.159 0.909 3.003 0.003
H 0.849 0.093 4.196 0.488
H 0.245 -0.680 0.868 0.207
H 1.615 -0.872 1.973 0.358
H 0.048 -3.337 1.181 0.291
H 1.631 -3.179 1.929 0.294
H 2.464 -3.535 -0.221 0.129
H -0.696 -2.324 -1.167 0.260
H -0.095 -1.442 -2.605 0.578
H -0.254 -0.644 -1.031 -0.160
H 2.115 -1.321 -3.100 0.402
H 3.303 -2.335 -2.222 0.143
H 2.946 -0.663 -1.681 0.227
H -5.621 -3.398 2.552 0.309
H -4.173 -3.658 1.569 0.325
H -4.025 -2.989 3.201 0.182
H -5.697 -1.125 -0.021 0.253
C -9.853 5.155 -4.751 -0.229
C -8.571 5.668 -4.865 -0.572
C -7.592 5.194 -4.005 -0.124
N -7.816 4.272 -3.071 -0.226
C -9.052 3.790 -2.974 -0.013
C -10.102 4.193 -3.785 -0.643
H -10.645 5.498 -5.405 0.374
H -8.332 6.420 -5.604 0.363
H -6.576 5.569 -4.065 0.364
H -9.208 3.039 -2.206 0.354
H -11.086 3.763 -3.662 0.360
C -4.136 -4.903 6.666 -0.372
C -4.219 -3.548 6.386 -0.368
C -3.040 -2.831 6.258 -0.145
N -1.827 -3.365 6.390 -0.511
C -1.765 -4.667 6.661 -0.273
C -2.882 -5.476 6.807 -0.337
H -5.032 -5.500 6.773 0.383
H -5.174 -3.054 6.267 0.429
H -3.063 -1.769 6.034 0.487
H -0.768 -5.080 6.766 0.369
H -2.769 -6.529 7.025 0.371
C 5.294 -7.016 -3.185 -0.255
C 4.764 -6.297 -2.126 -0.550
C 4.665 -4.919 -2.247 -0.096
N 5.055 -4.241 -3.326 -0.341
C 5.564 -4.946 -4.336 -0.104
C 5.702 -6.327 -4.315 -0.554
H 5.387 -8.093 -3.130 0.375
H 4.432 -6.790 -1.223 0.359
H 4.251 -4.324 -1.440 0.373
H 5.875 -4.370 -5.201 0.380
H 6.121 -6.844 -5.167 0.367
C 9.432 -0.939 -6.158 0.149
C 9.538 -2.041 -6.991 -0.437
C 8.423 -2.845 -7.168 -0.315
N 7.249 -2.618 -6.580 -0.465
C 7.161 -1.557 -5.781 -0.183
C 8.218 -0.691 -5.539 -0.570
H 10.286 -0.293 -5.999 0.358
H 10.468 -2.272 -7.493 0.378
H 8.467 -3.715 -7.814 0.338
H 6.197 -1.400 -5.310 0.401
H 8.087 0.156 -4.879 0.348
C 15.105 0.012 -4.294 -0.148
C 14.016 0.812 -3.990 -0.533
C 12.922 0.787 -4.842 -0.023
N 12.860 0.039 -5.941 -0.411
C 13.915 -0.723 -6.221 -0.184
C 15.055 -0.774 -5.433 -0.449
H 15.978 0.001 -3.654 0.365
H 14.010 1.442 -3.111 0.342
H 12.050 1.398 -4.635 0.350
H 13.840 -1.321 -7.122 0.346
H 15.882 -1.414 -5.710 0.345
C 4.665 0.087 5.358 -0.263
C 3.681 -0.889 5.364 -0.524
C 3.491 -1.636 4.212 -0.038
N 4.196 -1.468 3.096 -0.429
C 5.136 -0.527 3.105 -0.275
C 5.410 0.273 4.205 -0.419
H 4.847 0.692 6.237 0.389
H 3.072 -1.069 6.240 0.415
H 2.731 -2.410 4.174 0.410
H 5.696 -0.409 2.183 0.380
H 6.188 1.022 4.155 0.379
```

Computed properties:
HOMO = -7.76 eV
Electronic energy = -100023.808 eV
SMILES = CCOB(O)CO[C@@H]([C@H](Cl)CC)[C@@H](CCCCOC=O)O[C@@](CC[C@H](C)CCC=C(C)C)(N=C=O)B(C)O.c1ccncc1.c1ccncc1.c1ccncc1.c1ccncc1.c1ccncc1.c1ccncc1
Largest force on an atom = 1.10 eV Å⁻¹

Which of these has the highest HOMO? C56H78B2ClN7O8

Among the records above, which one has the highest HOMO? C56H78B2ClN7O8